Computed, not measured: C4O3 in the gas phase, with the ωB97M-V functional and the def2-TZVPD basis.

Summary:
HOMO energy in eV: -9.6
Kohn-Sham gap in eV: 8.317
Total charge: 0
Relative energy (zero: lowest compared OMol25 entry of this formula, charge and spin) in kcal per mole: 156.0
SMILES: O=C1OC12C1=C2O1
LUMO in eV: -1.3

```
7
Properties=species:S:1:pos:R:3:forces:R:3:nbo_charge:R:1
C -1.03213 0.73966 0.83286 0.8 -1.9 2.8 0.26
O -1.12430 1.62977 -0.15241 0.3 1.7 -0.6 -0.40
C -0.24232 -0.20996 -0.01800 -1.3 2.3 0.9 -0.19
O 0.05847 -1.59365 0.32345 -1.1 -1.2 -0.1 -0.38
O 2.21954 -0.79023 -0.04733 2.0 -0.2 -0.1 -0.46
C -1.09544 0.66640 -1.02230 0.2 -1.8 -2.6 0.34
C 1.07091 -0.83104 0.04465 -0.9 1.2 -0.2 0.83
```
Positions in Å, forces in eV/Å.

***

Computed, not measured: an isolated ion of composition C4H10N and charge +2, with the ωB97M-V functional and the def2-TZVPD basis.

Summary:
2S+1: 2
HOMO energy (alpha / beta) in eV: -22.7 / -22.5
Kohn-Sham gap (alpha / beta) in eV: 14.657 / 6.478
Total charge: +2
Relative energy (zero: lowest compared OMol25 entry of this formula, charge and spin) in kcal per mole: 60.3
LUMO (alpha / beta) in eV: -8.1 / -16.0

```
15
Properties=species:S:1:pos:R:3:forces:R:3:nbo_charge:R:1
C 1.01358 -0.19085 0.80232 0.5 1.7 -1.2 -0.25
H 1.25556 -0.94762 1.54656 -1.4 0.0 0.8 0.31
H -1.87299 -0.33784 0.32997 -0.4 -0.8 0.4 0.31
C -0.45651 -0.39119 -1.23998 1.4 1.0 3.5 -0.30
H 1.69206 -0.55437 -1.24762 0.6 0.3 -1.3 0.40
N -0.16563 0.88514 0.93475 -0.7 -4.5 1.3 -0.53
C -1.25089 0.43730 -0.08482 1.5 3.4 -0.3 -0.16
H -0.60861 0.71605 1.87231 0.5 0.6 -0.6 0.48
H 0.22949 1.81050 0.93585 -0.2 0.8 -0.6 0.48
C 0.87497 -0.82726 -0.58438 -2.4 0.9 1.9 -0.41
H -1.90291 1.36119 -0.32986 1.1 -1.6 0.0 0.32
H 1.00950 -1.88982 -0.41697 0.1 -0.6 -0.6 0.33
H -0.64088 0.31428 -2.04156 -0.2 0.6 -1.1 0.40
H 1.91090 0.41679 0.90827 0.3 0.2 -0.4 0.29
H -0.99958 -1.25312 -1.45906 -0.7 -2.1 -1.6 0.33
```
Positions in Å, forces in eV/Å.

***

Which of these has the lowest total charge? C4O3

***

The highest relative energy (zero: lowest compared OMol25 entry of this formula, charge and spin) belongs to which entry? C4O3